46
Properties=species:S:1:pos:R:3:mulliken_spin:R:1 method="wB97M-V/def2-TZVPD" total_energy_ha=-1936.44953 spin_multiplicity=3 lumo_energy_ha="-0.2381 / -0.2506" relative_energy_kcal_mol=119.7 total_charge=+2
C 1.14854 0.14927 -3.58099 0.056
C 0.10637 -0.04582 -4.49056 0.007
H 2.09076 0.47399 -4.07491 0.003
H 1.06443 -0.62999 -2.57057 0.016
C -1.09507 -0.47609 -3.94228 0.078
C -1.21059 -0.74346 -2.55034 -0.069
H -0.49013 -1.54473 -2.15053 0.009
H -2.19627 -0.62470 -2.00646 0.000
C 0.41832 0.01364 -5.97842 0.001
H 1.41108 0.45523 -6.17505 0.000
H -0.28243 0.57209 -6.63049 0.000
H 0.49079 -1.00223 -6.44324 0.000
C -2.06903 -0.81179 -5.03029 -0.001
H -1.51222 -1.57673 -5.61606 0.006
H -2.19015 0.05285 -5.71007 0.002
H -3.03458 -1.23174 -4.70488 0.000
Ti 0.53511 -1.06855 2.62979 1.884
O 0.49127 -0.39503 0.74970 -0.055
C -0.19886 0.50411 0.11585 -0.049
O -0.84945 0.10121 3.10075 -0.012
C -1.42776 0.91688 2.27995 0.024
O -2.27693 1.78491 2.74511 0.006
N -1.18728 1.10593 0.94746 -0.008
C -2.76814 2.66523 1.71682 -0.001
C -2.08158 2.17910 0.49124 -0.003
H -2.50626 3.72654 1.97908 0.000
H -3.86602 2.60552 1.60388 0.000
H -1.43426 2.99513 0.06312 0.001
H -2.78578 1.74165 -0.26793 0.000
C -0.22916 0.55008 -1.33795 0.039
C 1.05581 0.48070 -2.12597 -0.006
H -1.05715 1.09066 -1.78115 0.002
H 1.88703 0.09913 -1.37210 0.000
H 1.42803 1.47162 -2.34260 0.004
C 1.10143 -1.73115 7.21756 -0.001
O 2.25908 -1.56390 6.33806 -0.001
C 2.01389 -1.44737 5.07080 -0.005
O 0.85176 -1.63001 4.52971 0.035
N 3.04467 -1.12101 4.26723 0.003
N 2.69395 -0.77937 2.93240 0.025
H 1.52471 -1.78903 8.27108 0.000
H 0.56612 -2.69513 6.98384 0.000
H 0.41251 -0.83691 7.18652 0.001
H 3.92101 -0.79295 4.65932 0.000
H 2.99995 0.18108 2.72166 0.003
H 3.23250 -1.37886 2.28191 0.006